1.
A 8-piece molecular cluster, C59H65F8N8OPS2 overall, computed with ωB97M-V/def2-TZVPD.

The geometry in XYZ format:
```
144
Properties=species:S:1:pos:R:3:forces:R:3:mulliken_charge:R:1
H -3.7249 -8.8909 -1.0048 0.002 -0.012 0.024 0.44
C 2.3182 -3.2312 -1.1532 -0.011 -0.095 -0.055 -0.94
S 5.0258 2.2494 1.9113 -0.026 -0.670 -0.075 0.19
H -2.7653 -0.0405 -0.9536 0.083 0.092 0.094 0.10
H 10.8735 4.4940 2.5809 0.004 -0.002 -0.004 0.38
H 4.9533 4.2026 3.3369 0.199 -0.062 0.172 0.54
C 4.4834 1.5807 -2.6212 0.214 0.065 0.102 -0.77
F 3.4750 2.3524 -0.6360 0.067 0.135 0.014 -0.08
C -0.4026 1.5776 1.3817 0.091 -0.734 0.198 -1.69
H 1.3597 0.7655 2.0859 -0.105 -0.351 -0.503 0.31
C 10.4401 4.1209 1.6623 0.009 0.024 0.051 -0.70
H 7.7659 2.3755 0.5242 -0.094 -0.052 -0.005 0.53
C -2.0479 -2.8840 1.7293 -0.728 -0.500 -0.024 -1.15
C -0.9822 -0.2320 2.8605 -0.256 0.375 0.846 -0.87
C 3.1059 0.4926 -4.2687 0.013 -0.012 -0.015 -0.90
H -2.2552 -3.8726 2.1292 0.134 -0.167 0.155 0.49
C -2.9355 -1.8670 2.4593 0.218 0.094 0.037 -0.47
H -0.7294 -0.7877 -1.2690 0.221 -0.114 -0.125 -0.02
C 0.9675 2.5558 2.8200 -0.636 0.701 0.386 -1.64
H 11.9989 4.9196 0.4226 0.012 -0.011 -0.018 0.36
C -5.3975 9.3426 -4.8720 -0.073 -0.106 0.039 -0.34
F -3.7185 -6.0101 0.6068 0.035 -0.014 -0.009 -0.30
H 4.8743 -4.8350 0.4056 0.005 0.026 0.019 0.45
H 4.0374 -0.6525 0.2268 0.005 0.001 -0.025 0.48
C -6.7573 -4.3615 -0.4507 -0.042 -0.211 0.029 -0.50
H -1.7257 -1.7316 4.1627 0.014 0.046 0.340 0.49
C 2.9642 3.9497 2.4413 0.072 -0.505 0.193 -0.80
C 10.5254 3.8786 -0.7295 0.113 0.052 -0.195 -0.54
H -3.7074 -2.4164 2.9944 -0.173 -0.002 0.029 0.48
H -1.3233 4.4284 3.2722 0.352 -0.103 -0.079 0.09
N 4.0489 -0.9703 5.2369 -0.827 -0.810 1.002 -0.68
H -7.8729 -7.5441 -0.1395 0.022 -0.026 0.000 0.40
H -2.8359 -0.3954 4.0559 0.005 0.230 0.064 0.48
C 3.1114 -4.2820 -0.7138 -0.044 0.167 -0.033 -0.44
H -2.0771 -3.8185 -0.1014 0.321 0.058 0.038 0.33
H 0.5828 3.4942 2.3858 -0.092 0.047 -0.046 0.56
C -7.1895 -6.7056 -0.1272 0.020 0.164 -0.040 -0.50
H -4.3481 -13.7528 -1.6456 -0.003 -0.009 0.024 0.36
C -4.8682 7.1772 -5.7117 -0.156 0.137 0.154 0.33
C -2.1161 2.5695 -5.0023 0.030 -0.119 -0.199 -0.61
H 5.2200 0.8005 -4.4731 0.018 0.018 0.011 0.41
H 2.1794 3.4105 4.3861 -0.080 0.019 0.241 0.63
C -0.2190 2.1045 3.7269 0.011 1.210 -0.572 1.73
C -2.6574 3.8352 -4.8264 0.022 -0.028 0.130 -0.26
F -1.1792 0.6251 -4.0515 -0.116 -0.037 -0.004 -0.36
H -0.1247 -0.4219 3.5007 0.227 0.013 -0.040 0.65
C 2.6496 -1.9248 -0.8230 -0.009 -0.145 0.020 -0.05
F 8.7999 2.7069 -1.8187 0.005 0.014 0.037 -0.28
S 6.8704 2.3208 4.2239 -0.264 -0.032 0.417 -0.18
H -2.5768 -10.0568 -2.8763 -0.009 0.026 0.003 0.36
N -3.4439 1.1985 1.7845 -0.140 0.146 0.479 -0.21
N -3.0902 -0.9835 -0.7706 0.169 0.476 -0.150 -0.29
C -4.2044 -12.6899 -1.5065 0.058 0.110 -0.039 -0.37
H 1.4393 -3.4264 -1.7519 -0.033 0.023 0.043 0.40
C -4.8353 -12.0424 -0.4546 -0.142 -0.119 0.139 -0.49
H -8.6695 -5.2869 -0.7569 0.003 0.001 0.001 0.37
H 2.8949 2.0536 3.5533 0.212 -0.047 -0.024 -0.79
C -5.8647 -6.9034 0.2346 0.129 -0.205 0.067 -0.51
F 0.1256 1.4111 4.8552 0.433 -0.506 0.196 -0.49
H -3.5235 -1.2987 -1.6324 -0.305 -0.305 0.222 0.31
F 5.6361 -2.4709 1.1397 0.116 -0.357 -0.308 -0.37
H 2.5969 4.9434 2.6958 0.146 0.242 -0.113 0.39
C 4.3498 0.9441 -3.8470 -0.148 -0.039 -0.002 -0.51
C 2.3083 2.9591 3.4089 -0.086 -0.512 -0.193 0.66
C 8.6926 2.9290 0.5215 -0.149 -0.098 0.040 -0.26
C 3.3618 1.7432 -1.8347 -0.169 -0.163 -0.252 0.17
H -4.1322 1.8475 1.4212 0.100 0.061 -0.194 0.29
C 4.2392 -4.0314 0.0564 0.144 -0.198 0.117 -0.58
C 4.5431 -2.7268 0.3774 -0.249 0.007 -0.182 0.31
C 2.1158 1.2986 -2.2308 -0.214 0.087 0.105 -0.18
C -3.3921 -11.9774 -2.3778 0.036 -0.024 -0.056 -0.51
C -6.4768 8.8042 -4.1849 -0.043 0.035 0.043 -0.52
C 1.9893 0.6724 -3.4621 0.132 -0.018 -0.074 -0.21
C -3.8467 -9.9556 -1.1563 0.026 0.237 0.043 -0.27
H -2.4232 4.0675 -1.4542 0.014 -0.040 0.023 0.44
H -1.4772 1.7970 -1.7702 0.049 0.061 -0.003 0.44
H -3.4325 -1.2693 1.7024 0.002 0.171 -0.002 0.17
C 3.7683 -1.6660 -0.0480 0.106 0.238 0.080 -0.06
H -5.4960 -7.8843 0.4995 -0.029 0.071 0.041 0.69
C -1.7037 1.8636 -3.8908 -0.131 0.310 0.001 0.00
H 4.2925 -2.6366 3.8534 -0.308 -0.211 0.509 0.44
C -2.3417 3.6481 -2.4484 -0.053 0.050 -0.151 -0.89
H -6.1326 5.5601 -5.1237 0.034 0.003 -0.008 0.43
O -0.8687 1.7224 0.2796 0.453 -0.127 1.153 -0.42
H -5.1901 10.4023 -4.8113 0.024 0.001 -0.003 0.36
C -5.9381 6.6214 -5.0401 -0.043 -0.233 -0.001 -0.23
H 5.4431 1.9458 -2.2776 -0.014 -0.005 0.021 0.62
N -2.0040 3.5574 5.5343 0.466 0.200 -0.327 -0.83
C -1.8086 2.3797 -2.6166 0.068 -0.263 0.103 0.52
N -0.7899 -1.6536 -0.7296 -0.184 0.349 0.360 -0.25
H -2.0133 2.1330 -5.9872 0.001 -0.015 0.016 0.45
C -1.1228 1.3122 2.7507 -0.380 0.927 -1.550 2.63
C -5.4328 -4.5491 -0.0814 0.146 0.292 -0.027 0.06
C -2.5325 1.9371 2.6693 -0.054 -0.827 0.039 -2.62
C -7.6363 -5.4368 -0.4721 -0.067 0.010 -0.019 -0.50
C -4.6469 -10.6846 -0.2998 0.134 -0.117 -0.209 0.48
C -6.7443 7.4445 -4.2676 0.077 0.112 -0.034 -0.34
H -3.9917 0.5802 2.3716 0.011 -0.211 -0.170 0.29
H 4.8191 4.6046 1.6285 0.293 0.070 -0.112 0.45
H 1.0185 0.3250 -3.7913 0.085 0.019 0.042 0.50
C 11.0743 4.3587 0.4505 -0.097 -0.048 0.086 -0.34
F -4.0793 6.3776 -6.4591 0.016 0.012 -0.046 -0.33
C -2.0095 -1.8327 -0.4258 -0.097 -0.198 -0.511 -0.35
H -2.8983 -12.4854 -3.1954 -0.003 -0.003 0.003 0.37
C 5.6629 1.5883 3.4391 0.465 1.097 0.328 -0.05
H -2.9266 2.0318 3.6817 -0.061 0.211 0.096 0.43
H 4.2996 1.0367 5.8304 0.058 0.300 0.176 0.46
C -4.5809 8.5248 -5.6392 0.177 0.094 -0.109 -0.51
H -7.1026 -3.3728 -0.7222 0.016 0.019 0.019 0.39
H -2.9933 4.4005 -5.6837 0.022 -0.002 -0.019 0.42
C -5.0110 -5.8195 0.2520 -0.305 0.062 -0.083 -0.05
C 9.3414 3.1732 -0.6718 0.056 0.048 0.143 0.34
H 5.4718 -0.9183 2.2792 0.190 0.280 0.028 0.99
H -3.7302 8.9229 -6.1762 -0.008 -0.029 -0.018 0.42
C 4.4902 3.9204 2.4009 -0.491 0.024 -0.055 -1.12
H -0.7156 -0.6188 1.8809 -0.163 -0.202 -0.163 0.39
C 9.2496 3.4049 1.6997 0.190 0.095 0.091 0.08
N 1.0135 1.6375 1.6879 0.528 0.337 -0.275 0.42
H -2.4050 2.9221 2.2353 -0.044 0.264 0.058 0.59
N 5.0753 0.4221 3.9452 0.816 0.901 -1.823 0.25
H 3.0056 0.0001 -5.2268 0.006 -0.003 0.002 0.40
H -7.1100 9.4436 -3.5845 0.003 0.002 -0.004 0.37
P -0.9097 3.7079 4.4163 -0.939 -0.290 0.909 0.31
C 4.4447 0.2499 5.1214 0.094 0.079 0.466 -0.05
H -3.1881 5.3645 -3.4183 -0.002 0.001 -0.019 0.45
H -4.7306 -3.7242 -0.0493 0.039 -0.041 0.040 0.48
C -2.7685 4.3754 -3.5514 -0.030 0.068 0.007 -0.51
H 8.7607 3.2201 2.6541 0.065 0.048 -0.341 -0.02
N -2.4389 -2.9685 0.3114 0.129 -0.138 -0.098 0.12
H 1.2614 1.4454 -1.5791 0.033 0.050 0.037 0.52
H -7.5828 7.0232 -3.7299 -0.006 -0.022 -0.015 0.36
H 0.2377 4.4004 4.8576 0.133 -0.085 -0.414 0.08
F -5.2638 -10.0499 0.7206 0.001 -0.101 0.034 -0.32
H 2.8518 -5.3009 -0.9678 0.028 -0.015 -0.002 0.38
C 5.0629 -0.7685 3.2540 -0.226 0.671 0.333 -0.55
H 2.6071 3.7019 1.4445 -0.011 0.086 -0.193 0.34
H 2.0341 -1.1074 -1.1672 -0.009 -0.001 0.035 0.37
H 11.0069 4.0461 -1.6839 -0.036 -0.008 -0.005 0.42
C -3.2124 -10.6124 -2.2002 -0.064 -0.126 0.035 -0.44
H -0.9789 -2.7057 1.8589 0.097 0.181 -0.099 0.42
H -5.4664 -12.5803 0.2403 -0.010 0.032 0.004 0.41
H -1.6442 3.9996 6.3734 -0.319 -0.120 0.222 0.25
C 4.4345 -1.5997 4.1035 0.015 -1.365 -0.855 -0.73
C -2.1609 -1.0133 3.4709 0.215 -0.622 -0.484 -1.53
```
Forces are in eV/Å.

**Net charge**: 0
**HOMO**: -8.92 eV
**SMILES**: [H]/N=C(\N)NCCCC[C@]1(CN)C(=O)N[C@H](CCCSC(=S)n2ccnc2)[C@@]1(F)[PH2]=N.Fc1ccccc1.Fc1ccccc1.Fc1ccccc1.Fc1ccccc1.Fc1ccccc1.Fc1ccccc1.Fc1ccccc1
**Energy**: -128901.9178 eV
**Gap between HOMO and LUMO**: 7.873 eV

---

2.
H14O8Y2 as an isolated structure, computed with ωB97M-V/def2-TZVPD.

The geometry in XYZ format:
```
24
Properties=species:S:1:pos:R:3:forces:R:3:mulliken_charge:R:1
O 9.0480 -8.9389 19.6931 -0.915 -2.908 -5.237 -0.53
H 9.2699 -8.4394 20.5471 0.634 0.754 1.774 0.39
H 6.6722 -7.2619 19.6598 0.021 -0.126 -0.101 0.34
H 13.0155 -6.7409 20.2885 0.226 0.243 0.571 0.35
H 9.7974 -6.8704 21.2151 -0.129 0.157 0.367 0.43
O 9.6687 -7.7939 21.5372 0.564 1.352 1.177 -0.62
H 12.5852 -6.0598 17.9757 0.222 -0.283 -0.229 0.45
H 11.0663 -5.6792 20.1106 -0.526 0.762 0.330 0.41
H 10.2983 -7.9161 22.2609 -0.240 -0.426 0.212 0.37
O 9.9018 -6.8793 17.6229 0.523 -0.553 -1.702 -0.67
H 9.3133 -9.8603 19.8774 -0.069 0.183 0.303 0.32
O 7.3223 -7.0460 18.9639 0.127 -0.262 -0.698 -0.47
H 13.5762 -5.3068 20.2032 -0.188 0.171 0.502 0.34
O 12.7025 -6.4395 17.0627 -0.193 0.626 -0.013 -0.60
H 13.6687 -6.4048 16.8975 -0.013 -0.109 -0.017 0.39
O 12.7478 -5.8066 20.3096 0.345 -0.730 -1.388 -0.68
H 8.9181 -7.7273 14.4483 -0.214 -0.705 0.019 0.37
H 7.4275 -6.0826 19.0167 -0.304 -0.035 -0.143 0.32
H 10.3253 -6.8969 18.4972 0.001 0.054 -0.037 0.38
Y 8.4765 -8.6179 17.3715 0.181 1.811 2.504 1.88
Y 10.9760 -6.3195 15.5542 -1.136 -1.135 1.735 1.99
H 9.5899 -5.6503 19.4804 0.071 0.555 0.112 0.23
O 9.3652 -7.8478 15.3070 0.642 1.184 0.305 -0.76
O 10.1006 -5.5158 20.2842 0.371 -0.579 -0.348 -0.62
```
Forces are in eV/Å.

**Energy relative to the best compared isomer or geometry (same formula, charge and spin)**: 0.0 kcal per mole
**Net charge**: +4
**HOMO**: -24.04 eV
**Energy**: -18652.4150 eV
**Gap between HOMO and LUMO**: 7.685 eV

---

3.
C4H8N2O in the gas phase, computed with ωB97M-V/def2-TZVPD.

The geometry in XYZ format:
```
15
Properties=species:S:1:pos:R:3:forces:R:3:nbo_charge:R:1
H 1.6501 1.8941 1.6402 -0.203 -0.450 -0.235 0.35
C 0.0680 1.2681 0.7138 2.724 -2.154 0.517 0.20
H 0.6657 -2.8347 -0.4047 -0.076 -0.313 -0.166 0.20
N 0.7198 2.1497 1.3061 -0.037 1.440 0.577 -0.64
C 0.9521 -0.3344 0.4998 -1.111 5.713 3.779 0.69
C -1.3233 1.5107 0.2280 0.130 -0.278 -0.336 -0.69
H -1.0157 -2.3111 -0.5677 0.067 0.410 0.030 0.20
H 1.0468 -0.2288 -1.5889 -2.670 -1.926 4.235 0.43
O 1.7039 -0.6901 1.3528 -0.138 -0.788 -0.135 -0.53
H -1.6202 2.5385 0.4394 0.105 -0.118 0.165 0.24
N 0.4674 -0.7709 -0.6085 0.488 -0.379 -8.444 -0.70
C 0.0088 -2.1148 -0.8953 1.019 -0.784 -0.110 -0.41
H -2.0037 0.8094 0.7119 -0.108 0.015 -0.066 0.22
H 0.0648 -2.2459 -1.9775 -0.119 -0.237 0.220 0.21
H -1.3844 1.3603 -0.8495 -0.072 -0.152 -0.032 0.22
```
Forces are in eV/Å.

**Energy relative to the best compared isomer or geometry (same formula, charge and spin)**: 89.9 kcal per mole
**Net charge**: 0
**HOMO**: -8.20 eV
**SMILES**: [H]/N=C(/C)C(=O)NC
**Energy**: -9302.4960 eV
**Gap between HOMO and LUMO**: 8.245 eV